Entry from the OMol25 dataset: 2 unconnected molecules or ions with the total composition C8H12O2 at a distorted geometry (wB97M-V/def2-TZVPD).

E_LUMO (eV): 0.67

Last column: natural (NBO) charge in e.
Cartesian coordinates (Å):
1 O -1.42655 -0.71013 -0.60829  -0.6882
2 C -1.30725 0.58334 -0.16622  0.3110
3 C -2.41861 1.14590 0.46229  -0.2771
4 C -2.35577 2.45563 0.93165  -0.1889
5 C -1.19119 3.20985 0.77876  -0.2570
6 C -0.08461 2.64164 0.14992  -0.1887
7 C -0.13904 1.33040 -0.32317  -0.3077
8 H -0.57259 -0.97544 -1.02840  0.5004
9 H -3.32757 0.54042 0.57530  0.2240
10 H -3.23367 2.89277 1.42541  0.2137
11 H -1.14660 4.24204 1.15051  0.2138
12 H 0.83823 3.22279 0.02254  0.2138
13 H 0.73354 0.88428 -0.81832  0.2207
14 C 1.90997 -1.98510 0.63796  -0.6326
15 C 1.73017 -2.81887 -0.61041  -0.0647
16 O 1.28630 -1.94309 -1.65049  -0.7485
17 H 0.95521 -1.51165 0.92236  0.2192
18 H 2.65753 -1.19288 0.46428  0.2141
19 H 2.25337 -2.61534 1.47550  0.2179
20 H 2.68567 -3.30200 -0.89156  0.1624
21 H 0.98688 -3.62011 -0.43444  0.1637
22 H 1.16658 -2.47445 -2.46519  0.4786

Entry from the OMol25 dataset: a single C8H12O2S molecule at a distorted geometry (wB97M-V/def2-TZVPD).

E_LUMO (eV): 0.83

Last column: natural (NBO) charge in e.
Cartesian coordinates (Å):
1 C 2.33157 -1.11278 -0.90219  -0.2408
2 O 1.27805 -0.15623 -0.77557  -0.5535
3 C 1.11626 0.32776 0.53938  0.1091
4 C 0.66386 -0.72245 1.62999  -0.6548
5 C -0.08660 1.46649 0.40230  0.0891
6 O 0.14384 2.50759 -0.43147  -0.6936
7 C -1.33727 0.75226 0.00533  -0.0833
8 C -1.53154 0.25807 -1.30811  -0.2584
9 C -2.60030 -0.56325 -1.39389  -0.4343
10 S -3.28980 -0.87746 0.11322  0.4584
11 C -2.17862 0.15486 0.92114  -0.4352
12 H 2.23812 -1.64299 -1.81979  0.1944
13 H 2.20348 -1.83029 -0.12026  0.1673
14 H 3.27834 -0.58103 -0.78743  0.1720
15 H 2.02970 0.75040 1.03272  0.1653
16 H -0.03251 -1.39037 1.20232  0.2163
17 H 1.54972 -1.24146 1.92764  0.2123
18 H 0.15610 -0.05582 2.27074  0.2117
19 H -0.18624 1.89460 1.35647  0.1766
20 H 0.33003 2.25874 -1.30299  0.4729
21 H -1.18606 0.77304 -2.20856  0.2210
22 H -2.90673 -1.14268 -2.34039  0.2490
23 H -1.98340 0.17301 1.98941  0.2384

Entry from the OMol25 dataset: a single C8H12S2 molecule at a distorted geometry (wB97M-V/def2-TZVPD).

E_LUMO (eV): 0.48

Last column: natural (NBO) charge in e.
Cartesian coordinates (Å):
1 C 1.87558 1.73001 -1.25578  -0.6574
2 C 0.89187 1.02274 -0.48638  0.0441
3 C 0.72306 1.52769 0.75003  -0.2227
4 C -0.11329 0.75341 1.71538  -0.2283
5 C -0.92564 -0.18593 1.31481  -0.1979
6 C -0.88939 -0.68608 -0.22448  -0.1214
7 C -1.47957 -2.09824 -0.14765  -0.6310
8 S -2.13486 0.39642 -1.11540  -0.0559
9 C 0.47223 -0.39250 -0.78258  -0.3859
10 S 1.70576 -1.60012 -0.09305  -0.0342
11 H 2.82448 1.77652 -0.65814  0.2264
12 H 1.59473 2.82209 -1.41242  0.2370
13 H 2.17585 1.13198 -2.10836  0.2177
14 H 1.15166 2.47994 0.97817  0.2112
15 H 0.04169 0.86328 2.73947  0.2105
16 H -1.70264 -0.56881 1.96619  0.2128
17 H -2.53539 -1.97041 0.39552  0.2200
18 H -0.74409 -2.72897 0.35840  0.2275
19 H -1.54333 -2.57837 -1.14669  0.2220
20 H -3.12716 0.35299 -0.10560  0.1371
21 H 0.43476 -0.64651 -1.82605  0.2389
22 H 1.30368 -1.40112 1.14463  0.1296

Entry from the OMol25 dataset: a molecular structure, C8H12S4SbSe4Tc at a distorted geometry (wB97M-V/def2-TZVPD).

E_LUMO (spin up / spin down) (eV): -2.51 / -2.51

Last column: natural (NBO) charge in e.
Cartesian coordinates (Å):
1 Tc 0.49675 -0.58946 -1.14983  -0.2979
2 C -3.74860 0.61474 0.01063  -0.6473
3 C -2.38350 0.56741 -0.62510  -0.2469
4 S -1.62889 -0.96010 -0.74435  0.3565
5 C -1.75702 1.66265 -1.15591  -0.1506
6 C -2.32495 3.05260 -1.11121  -0.6561
7 S -0.26307 1.49782 -1.97923  0.1987
8 H -3.95204 -0.30813 0.55051  0.2324
9 H -4.53222 0.74901 -0.73783  0.2247
10 H -3.81818 1.43778 0.72233  0.2255
11 H -3.37256 3.05619 -0.81766  0.2218
12 H -2.23878 3.53038 -2.08777  0.2329
13 H -1.76193 3.66131 -0.40113  0.2374
14 C 2.74645 -1.62918 2.93844  -0.6431
15 C 1.98175 -0.93042 1.84529  -0.2175
16 S 1.78121 -1.78204 0.37671  0.1598
17 C 1.49014 0.32345 1.92375  -0.2185
18 C 1.66351 1.23831 3.10412  -0.6404
19 S 0.63117 0.96192 0.59309  0.2203
20 H 3.08139 -2.61084 2.60802  0.2316
21 H 2.12679 -1.76817 3.82619  0.2236
22 H 3.62822 -1.05582 3.22914  0.2239
23 H 2.01943 0.68835 3.97392  0.2226
24 H 0.72220 1.72066 3.36810  0.2276
25 H 2.38564 2.02589 2.88094  0.2287
26 Se 3.95736 -3.23393 -4.99384  -0.4223
27 Sb 1.66275 -3.38144 -4.67117  1.0503
28 Se 0.67984 -1.00598 -3.63930  -0.0849
29 Se 0.75762 -2.96192 -2.12062  -0.0767
30 Se -0.03046 -4.57105 -5.71622  -0.4162

Entry from the OMol25 dataset: a molecular structure, C8H13BeNP at a distorted geometry (wB97M-V/def2-TZVPD).

Total charge: -1
E_LUMO (spin up / spin down) (eV): 2.94 / 3.07

Last column: natural (NBO) charge in e.
Cartesian coordinates (Å):
1 C 0.29480 0.61010 -2.85970  -0.8236
2 C 0.07010 -0.08460 -4.03070  -0.3501
3 C -0.25320 -1.46130 -4.07400  -0.2054
4 C -0.35480 -2.31500 -2.95040  -0.3536
5 C -0.18110 -1.88850 -1.64950  -0.7787
6 Be 0.00000 0.00000 -0.95730  1.4031
7 P 0.13780 2.29220 -0.20840  0.0272
8 H 0.63770 1.64740 -3.00910  0.1177
9 H 0.19900 0.42950 -4.99120  0.1538
10 H -0.37310 -1.91830 -5.06460  0.1628
11 H -0.19040 -2.70020 -0.90340  0.1303
12 H -0.52680 -3.38080 -3.14580  0.1553
13 H -0.94590 2.83290 0.52730  -0.0256
14 H 0.27560 3.28180 -1.21250  -0.0171
15 H 1.21020 2.65490 0.64460  -0.0362
16 C -0.52840 -0.34680 4.57290  -0.6030
17 C 0.53890 0.35370 3.74790  -0.4831
18 C 0.24430 0.16030 2.26930  0.2055
19 N 0.00000 0.00000 1.04270  -0.7217
20 H -1.48710 0.06910 4.34290  0.2099
21 H -0.32110 -0.21070 5.61390  0.1870
22 H -0.52840 -1.39180 4.34290  0.2106
23 H 0.55440 1.42450 3.97610  0.2283
24 H 1.52750 -0.05830 3.97600  0.2064

Entry from the OMol25 dataset: 2 unconnected molecules or ions with the total composition C8H13BrN2O3S at a distorted geometry (wB97M-V/def2-TZVPD).

E_LUMO (eV): 0.54

Last column: natural (NBO) charge in e.
Cartesian coordinates (Å):
1 C -0.87606 -1.34488 2.01085  -0.4237
2 N -0.72598 -1.13078 0.58521  -0.9504
3 S 0.49068 -1.66352 -0.14526  2.4214
4 O 1.33568 -2.73211 0.26975  -0.9235
5 O -0.00109 -1.71495 -1.66522  -0.8732
6 O 1.48587 -0.38155 -0.12921  -0.5740
7 N 2.86050 -0.55627 -0.35073  -0.3110
8 C 3.20781 -0.79909 -1.72384  -0.4372
9 H -0.80688 -0.39717 2.52831  0.2027
10 H -1.83180 -1.84180 2.12915  0.2052
11 H 0.00116 -2.01538 2.29764  0.1989
12 H -0.94393 -1.90676 -1.76440  0.5324
13 H 3.21302 -1.23453 0.25081  0.3532
14 H 2.77209 -1.83950 -2.06519  0.1819
15 H 3.01691 0.05584 -2.25459  0.2076
16 H 4.32024 -1.11388 -1.73762  0.2142
17 Br -3.65718 -0.55075 -0.51384  0.0346
18 C -2.22764 0.64206 -0.01303  0.0129
19 C -2.19902 1.29045 1.22915  -0.2885
20 C -1.35068 2.36518 1.39895  -0.1930
21 C -0.45684 2.75216 0.41757  -0.2294
22 C -0.52531 2.16992 -0.82512  -0.1779
23 C -1.44874 1.14282 -1.07865  -0.2727
24 H -2.71597 0.88707 2.12060  0.2291
25 H -1.53994 3.05754 2.17312  0.2134
26 H 0.13876 3.54167 0.64936  0.2096
27 H 0.09191 2.52403 -1.72689  0.2191
28 H -1.62757 0.79417 -2.06687  0.2184

Entry from the OMol25 dataset: 5 unconnected molecules or ions with the total composition C8H13Cl4N3 at a distorted geometry (wB97M-V/def2-TZVPD).

E_LUMO (eV): 0.40

Last column: natural (NBO) charge in e.
Cartesian coordinates (Å):
1 Cl -3.25444 5.90763 -2.00716  -0.0565
2 C -1.92998 4.69871 -2.00994  -0.3702
3 Cl -1.28563 4.38155 -3.62914  -0.0374
4 H -1.14228 5.09630 -1.38263  0.2203
5 H -2.33449 3.78463 -1.64741  0.2415
6 Cl 6.75113 1.29494 1.50356  -0.0098
7 C 5.38931 1.89403 2.42331  -0.3953
8 Cl 3.86788 1.75519 1.52195  -0.0420
9 H 5.29609 1.31024 3.30790  0.2203
10 H 5.57592 2.95436 2.64114  0.2274
11 C 0.61144 -3.39261 -1.21943  -0.7275
12 C 0.44036 -4.88202 -1.26939  0.2895
13 N 0.37293 -6.01041 -1.40564  -0.3371
14 H 1.59328 -3.10658 -0.88708  0.2473
15 H -0.17871 -2.89742 -0.63859  0.2733
16 H 0.51045 -3.04322 -2.26347  0.2511
17 C -4.33099 -2.46075 1.47885  -0.7264
18 C -3.01044 -2.00926 1.02284  0.3262
19 N -1.95922 -1.69831 0.69108  -0.3725
20 H -5.04181 -2.46199 0.63778  0.2594
21 H -4.73149 -1.85010 2.27377  0.2582
22 H -4.35927 -3.45321 1.88081  0.2589
23 C 0.90174 0.39031 -0.06573  -0.7247
24 C -0.20459 1.30468 -0.29561  0.3236
25 N -1.03875 2.07822 -0.46650  -0.3730
26 H 1.79228 0.86013 -0.50152  0.2560
27 H 0.64632 -0.51340 -0.65012  0.2554
28 H 1.05298 0.06836 0.95636  0.2640

Entry from the OMol25 dataset: a single C8H13F2N molecule at a distorted geometry (wB97M-V/def2-TZVPD).

E_LUMO (eV): 0.92

Last column: natural (NBO) charge in e.
Cartesian coordinates (Å):
1 C 0.96529 -2.31875 -0.26706  -0.4089
2 C 1.17633 -0.98679 -0.17994  0.0368
3 C 2.52991 -0.34479 -0.40547  -0.6785
4 C 0.05897 0.00379 0.11731  -0.0166
5 C 0.19979 0.43715 1.58183  -0.6612
6 N 0.00541 1.19225 -0.77064  -0.5968
7 C -1.30467 1.85429 -0.67765  -0.2161
8 C -2.22829 0.72613 -0.09710  -0.4944
9 C -1.36761 -0.55679 -0.13974  0.7005
10 F -1.79967 -1.52777 0.75597  -0.3582
11 F -1.46185 -1.15352 -1.32520  -0.3405
12 H 1.86864 -2.83945 -0.56019  0.2107
13 H -0.04569 -2.66108 -0.06197  0.2290
14 H 3.07570 -0.87373 -1.18001  0.2203
15 H 2.68128 0.65983 -0.72143  0.2397
16 H 3.21795 -0.49002 0.39663  0.2235
17 H 0.32854 1.50361 1.67738  0.2221
18 H 1.06194 0.12974 2.24981  0.2373
19 H -0.54478 0.23542 2.35950  0.2351
20 H -0.02417 0.57934 -1.58195  0.3559
21 H -1.70776 2.10500 -1.61341  0.2064
22 H -1.22750 2.77257 -0.00712  0.1988
23 H -2.24199 0.97872 0.94011  0.2249
24 H -3.21580 0.57487 -0.48968  0.2300

Entry from the OMol25 dataset: a molecular structure, C8H13F6N3O9S2Te4V at a distorted geometry (wB97M-V/def2-TZVPD).

Total charge: -2
⟨S²⟩: 3.977
2S+1: 4
E_LUMO (spin up / spin down) (eV): 3.82 / 3.32

Last column: natural (NBO) charge in e.
Cartesian coordinates (Å):
1 V -0.49667 0.90566 -0.82176  1.0899
2 Te 2.15172 2.28627 -2.08053  0.1281
3 Te 4.05438 2.72056 -3.75292  -0.3042
4 Te 1.04191 0.30350 -5.77164  -0.4533
5 Te 0.42144 0.24363 -3.21182  0.3251
6 F -2.57386 -2.61201 0.68379  -0.2976
7 C -1.79779 -2.21269 1.68041  0.7580
8 F -2.52223 -2.25705 2.82341  -0.3412
9 F -0.78321 -3.09788 1.81008  -0.3409
10 S -1.09166 -0.47293 1.50148  1.5455
11 O -0.04854 -0.73538 0.43708  -1.0262
12 O -0.37773 -0.32621 2.79413  -1.0082
13 N -2.42845 -0.00174 -1.00577  -1.2967
14 S -2.42444 -0.81296 -2.26443  2.1997
15 O -2.28070 -0.03933 -3.50686  -1.0055
16 O -1.60339 -2.02024 -2.31721  -1.0126
17 C -4.12869 -1.49870 -2.48636  0.7110
18 F -5.07545 -0.54843 -2.46778  -0.3309
19 F -4.44097 -2.38010 -1.51090  -0.3418
20 F -4.24356 -2.16115 -3.65104  -0.3338
21 C -0.81614 3.02889 2.83219  -0.6388
22 C -0.36052 3.12093 1.38960  0.1405
23 C 0.49250 4.36461 1.15507  -0.6117
24 O 0.46430 1.98179 1.03320  -0.7578
25 C -1.53056 3.14252 0.36994  0.7474
26 O -2.66491 3.41012 0.72215  -0.6200
27 O -1.08665 2.90464 -0.81986  -0.7835
28 H 0.01894 3.21922 3.51115  0.1952
29 H -1.22940 2.04458 3.05529  0.2399
30 H -1.59795 3.76801 2.99762  0.2340
31 H 1.39885 4.30371 1.76076  0.2032
32 H -0.06672 5.25812 1.44068  0.2050
33 H 0.76458 4.43627 0.10343  0.2386
34 H 0.41926 1.32193 1.74855  0.5141
35 C 4.30920 -3.04824 1.30692  -0.2581
36 O 3.73054 -1.76915 1.11696  -0.5212
37 C 2.83619 -1.56879 0.10244  0.8944
38 O 2.62053 -0.45237 -0.27949  -0.5856
39 N 2.25534 -2.72762 -0.35498  -0.5061
40 N 1.36976 -2.63678 -1.42251  -0.6459
41 H 5.23977 -2.88843 1.84879  0.1856
42 H 4.51880 -3.53915 0.35628  0.1881
43 H 3.66402 -3.69505 1.91059  0.1638
44 H 2.07005 -3.41758 0.36033  0.3613
45 H 0.43105 -2.37226 -1.14647  0.3983
46 H 1.39709 -3.47272 -1.98003  0.3547

Entry from the OMol25 dataset: a molecular structure, C8H13HoNO at a distorted geometry (wB97M-V/def2-TZVPD).

Total charge: -1
⟨S²⟩: 6.005
2S+1: 5
E_LUMO (spin up / spin down) (eV): 3.31 / 3.31

Last column: Löwdin spin population.
Cartesian coordinates (Å):
1 C 2.23394 0.71568 -0.61013  -0.0029
2 C 1.32745 1.66451 -1.20951  -0.0032
3 C 0.52810 0.96539 -2.18644  0.0001
4 C 0.93744 -0.42150 -2.18612  -0.0011
5 C 1.98871 -0.57551 -1.20552  -0.0021
6 Ho -0.00903 0.02656 -0.07365  4.0305
7 N 0.38357 -0.82425 1.73903  -0.0076
8 C -0.02043 0.47034 2.39205  -0.0006
9 C -0.43366 1.59101 1.39854  -0.0087
10 H -0.26328 1.38897 -2.77536  0.0007
11 H 1.24645 2.70724 -0.96143  0.0000
12 H 0.50267 -1.20899 -2.77332  0.0004
13 H 2.48075 -1.49611 -0.94884  0.0003
14 H 2.93462 0.92157 0.17930  -0.0002
15 H 0.18932 2.45969 1.44354  -0.0005
16 H -0.85115 0.24164 3.08800  -0.0001
17 H 0.79146 -1.49359 2.22904  -0.0003
18 H -1.49635 1.79894 1.39336  0.0001
19 H 0.84688 0.81055 2.98835  0.0001
20 C -2.70430 -1.97928 -0.38889  0.0001
21 O -1.60008 -1.16623 -0.23623  -0.0050
22 H -2.38231 -3.00676 -0.64474  0.0000
23 H -3.34349 -1.58526 -1.20264  0.0000
24 H -3.28728 -2.00463 0.55164  -0.0001

Copy entry 8 word for word.
Entry from the OMol25 dataset: a single C8H13F2N molecule at a distorted geometry (wB97M-V/def2-TZVPD).

E_LUMO (eV): 0.92

Last column: natural (NBO) charge in e.
Cartesian coordinates (Å):
1 C 0.96529 -2.31875 -0.26706  -0.4089
2 C 1.17633 -0.98679 -0.17994  0.0368
3 C 2.52991 -0.34479 -0.40547  -0.6785
4 C 0.05897 0.00379 0.11731  -0.0166
5 C 0.19979 0.43715 1.58183  -0.6612
6 N 0.00541 1.19225 -0.77064  -0.5968
7 C -1.30467 1.85429 -0.67765  -0.2161
8 C -2.22829 0.72613 -0.09710  -0.4944
9 C -1.36761 -0.55679 -0.13974  0.7005
10 F -1.79967 -1.52777 0.75597  -0.3582
11 F -1.46185 -1.15352 -1.32520  -0.3405
12 H 1.86864 -2.83945 -0.56019  0.2107
13 H -0.04569 -2.66108 -0.06197  0.2290
14 H 3.07570 -0.87373 -1.18001  0.2203
15 H 2.68128 0.65983 -0.72143  0.2397
16 H 3.21795 -0.49002 0.39663  0.2235
17 H 0.32854 1.50361 1.67738  0.2221
18 H 1.06194 0.12974 2.24981  0.2373
19 H -0.54478 0.23542 2.35950  0.2351
20 H -0.02417 0.57934 -1.58195  0.3559
21 H -1.70776 2.10500 -1.61341  0.2064
22 H -1.22750 2.77257 -0.00712  0.1988
23 H -2.24199 0.97872 0.94011  0.2249
24 H -3.21580 0.57487 -0.48968  0.2300